Record 1
Density functional theory data (ωB97M-V with the def2-TZVPD basis set) for a cluster of 2 separate species, C28H50NO3 in total.

Structure (XYZ):
```
82
Properties=species:S:1:pos:R:3:forces:R:3
H 5.8457 -2.5078 -2.1161 -0.1 -0.1 -0.1
C 5.4302 0.1039 -2.5187 0.6 0.2 0.2
H 2.0595 0.7728 2.1694 0.0 -0.1 0.2
H 2.8202 0.3230 -0.9998 -0.1 -0.1 -0.1
C -0.0373 1.1586 1.7893 0.5 -0.4 0.5
H 4.2956 0.0782 -0.1025 0.0 -0.2 0.0
C -3.3437 0.5407 -3.7399 0.1 0.1 -0.6
H -3.2988 -2.0474 -2.2763 0.2 0.1 -0.3
H 5.0193 -1.9956 -0.6724 -0.1 0.0 0.2
C -2.1597 1.2709 -3.1219 -0.5 0.2 0.6
H -1.0606 -0.1821 -0.1463 0.1 0.2 0.0
C -2.9173 0.8173 -0.6689 -0.2 -0.1 -0.2
C 1.4004 0.9605 1.3212 -0.3 0.1 -0.3
C -2.0354 -0.4239 -0.5660 0.1 -0.3 0.4
H -1.9203 2.1350 -3.7357 0.2 0.0 -0.2
H 4.8392 -0.6749 -2.9955 -0.2 -0.1 0.0
H -0.8772 -0.3724 -5.1510 0.2 0.0 0.0
H -3.9053 -0.0388 -3.0089 0.1 -0.1 0.3
H -1.4899 2.2156 -1.3480 0.0 0.2 0.0
H 7.2613 -2.2283 0.5597 0.2 0.0 0.1
H -2.6313 0.7081 2.1941 0.0 0.2 -0.3
H -0.7614 2.5078 6.9621 0.1 0.0 -0.1
H 6.6879 -3.7408 -0.1446 0.1 -0.1 0.1
H 1.8364 3.0326 1.2126 -0.2 0.2 -0.1
H -1.4141 -1.4379 -3.8965 -0.1 -0.2 0.2
H 3.7697 2.9301 -0.2598 0.0 0.2 -0.1
H -0.2114 -0.1957 3.4439 0.1 -0.1 0.1
H -3.8658 -4.5599 0.0807 -0.1 -0.1 -0.1
H -3.1345 2.6552 -1.7395 -0.2 0.1 -0.1
H 6.0356 0.5559 -3.3022 -0.1 0.0 -0.2
C 1.9384 2.1648 0.5611 0.6 -0.1 0.3
H -1.8247 -0.8246 -1.5469 0.0 -0.1 -0.3
O -1.3015 3.0022 5.0163 0.0 0.0 0.0
H -3.7985 -1.1231 -4.9974 -0.2 0.0 -0.1
C -3.0182 -0.3636 -4.9440 0.0 -0.5 0.2
C -3.1171 -2.4814 2.4757 -0.1 -0.5 -0.8
C -2.4053 2.7004 4.3021 0.0 0.1 0.1
H -2.4276 -0.3828 3.5193 -0.2 0.1 0.1
H 7.9494 -2.8369 -0.9664 0.2 0.0 0.0
C -3.5507 -3.6378 1.8559 0.2 0.7 0.7
C 7.0456 -2.7395 -0.3741 -0.6 0.1 -0.1
C -2.1462 -0.2128 2.4847 0.6 -0.5 0.1
H -2.3803 -3.5759 -2.1063 0.2 0.0 -0.1
C 3.7441 0.8056 -0.6901 0.3 0.6 0.2
H 3.9784 1.9162 1.1486 0.1 0.1 0.1
H 3.8379 1.5188 -2.6882 0.0 0.2 -0.2
C -2.6357 -1.4039 1.7148 -0.3 -0.2 0.0
H -0.2008 -0.9892 1.8938 0.1 -0.1 -0.1
H -3.9368 0.4850 -0.8646 -0.2 0.1 -0.1
H 6.3822 0.0241 -0.5766 0.3 0.2 0.1
H -1.6108 -1.8936 -5.5964 -0.1 -0.2 -0.1
H -3.5201 2.1057 7.1678 -0.1 0.0 -0.1
C -0.5873 -0.1212 2.4275 -0.4 0.4 -0.2
C -1.6678 -1.0733 -4.8895 0.2 0.5 -0.1
H 1.4367 0.0653 0.6987 0.1 -0.1 -0.1
C -3.0953 -2.7074 -0.2711 0.2 0.5 0.1
C 4.5539 1.2056 -1.9281 -0.4 -0.5 -0.2
H -1.2689 0.6523 -3.0651 0.1 -0.1 -0.1
O -2.5178 2.8684 3.1303 0.0 0.0 -0.1
H 7.4086 -0.5675 -1.8911 0.2 0.1 0.0
H -4.1390 -3.5229 -1.9168 0.0 -0.2 -0.1
H -0.6536 1.4740 0.9552 -0.2 0.2 -0.1
C -2.7891 1.9197 6.3863 0.0 0.0 0.1
C -3.2112 -2.9809 -1.7423 -0.4 0.2 0.5
H -4.0356 1.3007 -4.0981 -0.3 0.1 0.1
H -3.9183 -4.4877 2.4051 0.0 -0.2 0.0
H -2.9482 1.3489 0.2747 -0.1 0.0 0.3
C -2.4397 1.8208 -1.7152 0.5 -0.3 0.0
C 6.3944 -0.5467 -1.5046 -0.7 -0.4 0.1
H -3.1265 -2.4054 3.5486 -0.1 -0.1 0.1
H 5.1798 2.0674 -1.7172 0.1 0.1 0.2
O -3.3633 2.1721 5.0962 0.1 -0.1 0.0
H -3.0833 0.1797 -5.8819 0.0 0.2 -0.1
C 3.4243 2.0168 0.2160 -0.4 -0.4 -0.1
C 5.9877 -1.9833 -1.1692 0.4 0.0 -0.4
C -2.6043 -1.5181 0.3055 -0.3 -0.7 0.0
H -0.0366 1.9471 2.5380 -0.3 0.3 -0.1
H 1.3794 2.3477 -0.3562 -0.2 0.0 -0.1
H -2.4718 0.8759 6.4307 0.0 0.0 0.0
C -1.6188 2.8819 6.4100 0.0 0.0 0.2
N -3.5351 -3.7137 0.5196 0.2 0.5 0.3
H -1.8923 3.8657 6.7923 0.0 0.0 0.0
```
Positions in Å, forces in eV/Å.

Results
total charge: +1

=====

Record 2
Density functional theory data (ωB97M-V with the def2-TZVPD basis set) for a structure of composition C28H51AsCsF6NO10S4.

Structure (XYZ):
```
102
Properties=species:S:1:pos:R:3:forces:R:3
O -1.6527 -0.3314 5.9552 0.3 0.0 -0.7
H -1.2819 -5.8099 3.0656 0.1 0.1 0.0
H 0.9180 -0.5310 1.7203 0.0 0.1 -0.3
H -4.9800 -5.8465 3.7603 0.0 -0.3 -0.2
H -3.7869 -6.8940 1.7054 0.0 0.0 0.0
C -2.4055 -4.5353 1.6781 0.4 -0.9 1.0
H 7.0915 2.4074 1.4413 0.0 0.0 0.0
H -1.6856 -3.2976 -5.3437 0.3 0.2 -0.1
H -1.3514 -6.4083 1.4095 0.0 -0.1 0.0
S -3.6936 -4.0771 2.8628 0.1 1.0 -0.2
H -2.5440 2.0471 2.2338 -0.1 0.0 0.1
C 3.6175 2.0796 2.5224 -0.2 -0.1 0.4
C -2.1203 0.2465 3.3682 -0.9 -0.5 0.6
C -1.1402 4.4811 -3.2158 0.1 0.7 -0.1
H -3.3537 -5.7576 4.4842 -0.2 0.3 0.1
C -3.9189 -5.7326 3.5520 0.4 0.1 0.1
C -3.4932 -0.4329 -4.9390 0.1 0.7 -0.2
H -0.1287 4.4489 -3.6165 0.1 -0.1 0.3
O -4.8227 -3.6242 2.0714 -0.5 -0.4 -0.1
N 4.5780 3.1239 2.9583 -0.3 -0.1 -0.3
H -1.8501 -1.4612 -3.9854 0.0 0.6 0.2
H 3.5727 0.9369 -3.4464 -0.4 0.1 -0.2
O -2.1782 6.0060 -1.2986 0.9 -0.1 -0.2
O 5.2326 2.9184 3.9546 0.2 -0.2 0.2
H -3.0875 0.3749 3.8605 0.1 -0.1 0.3
C -0.2527 1.5581 4.7412 0.5 -0.4 0.3
H 7.9771 1.5164 -1.3136 0.0 -0.7 -0.2
C 2.6133 -0.0655 2.8832 0.9 -0.1 -0.7
H 0.8647 1.8323 0.6656 0.0 -0.5 -0.5
H 0.7855 1.5610 4.4051 -0.1 -0.3 -0.4
H 4.2165 -0.6100 -1.4697 -0.1 0.0 -0.6
F -1.8758 -2.9712 -1.4825 0.5 0.4 -0.5
H -2.6021 -2.6180 -6.6834 0.2 0.4 -0.1
H 2.6666 -1.0208 3.3845 -0.4 0.0 0.0
H -1.6586 -3.7462 1.6584 0.0 -0.1 -0.1
O 4.6235 4.1413 2.3029 0.0 0.2 -0.2
H -0.1895 1.7308 5.8155 -0.3 0.4 -0.1
H 7.1542 3.4249 0.0046 -0.2 -0.2 -0.2
C 7.5935 2.5443 0.4780 0.0 0.3 0.4
H -1.4109 3.2200 0.1898 0.4 0.0 -0.1
C -1.9296 -5.9215 2.1931 0.4 0.8 -0.2
C -1.1696 2.4711 3.8972 1.0 -0.3 0.0
F -2.6569 -0.6800 -1.8272 0.3 0.1 0.1
H -2.8501 -4.7060 0.7015 -0.2 0.5 0.0
H 2.1230 0.2283 -2.6256 0.3 -0.3 -0.3
H -3.4859 -3.2590 -3.8782 -0.1 -0.1 0.0
H 6.4117 -0.4266 -0.8164 -0.5 -0.1 0.0
C 6.1930 0.5505 -0.3795 0.3 1.2 -1.1
C 3.6035 0.8586 3.1625 0.3 0.1 1.0
C -1.7614 3.4468 -0.8111 -0.7 0.2 -1.0
C 1.6831 1.4623 1.2669 0.1 0.4 0.8
S -0.9446 -0.1536 4.6988 -1.1 1.8 0.5
H 3.2982 0.4499 -0.4800 0.0 -0.2 0.0
H -3.6566 0.0659 -5.8946 -0.2 0.1 0.1
H 5.4456 1.7427 -2.1048 0.3 0.1 0.1
O -3.2868 -3.1609 3.9092 0.4 -0.7 -0.4
C -1.5370 2.4390 -1.9278 0.7 -0.8 -0.1
H 5.8293 0.4300 0.6437 0.1 -0.3 0.1
H -2.2295 -0.6398 2.7435 0.3 0.2 -0.3
C 5.1083 1.3230 -1.1546 -0.4 -0.9 0.6
F -0.2024 -1.1264 -2.0481 -0.2 -0.2 0.2
H -2.9275 3.2659 -3.3449 0.0 0.1 -0.1
H -1.8638 2.9891 4.5548 -0.5 -0.3 -0.3
C 2.9826 0.8969 -2.5286 -0.3 -0.5 -0.1
H 2.4755 1.8499 -2.3515 0.6 0.3 0.2
C 2.6427 2.4142 1.6106 0.4 -0.1 -0.7
H 8.1116 0.5236 0.2504 0.9 0.2 -0.6
H 4.2940 0.6740 3.9771 0.1 0.0 -0.2
C 1.6965 0.2028 1.8818 -0.7 0.5 0.2
C -1.8465 3.1216 -3.2754 -0.2 0.6 0.9
O -5.6815 -1.4226 -5.9494 -0.1 -0.4 0.1
H -0.9440 1.4064 2.0186 0.2 0.1 0.1
C -2.4532 -2.5698 -5.6029 -1.2 -1.0 -0.4
O -5.4581 -1.5184 -3.4797 0.2 -0.3 0.0
H 2.7501 3.3780 1.1272 -0.5 0.0 0.0
H -2.1823 1.5792 -1.7460 0.1 0.0 -0.2
H -1.6661 5.3125 -3.6849 -0.1 -0.2 -0.3
O -0.0017 -1.1439 4.2851 0.6 -0.4 -0.4
H -0.5103 2.0629 -1.9441 0.0 0.0 0.1
C -3.7485 -3.0909 -4.9289 0.0 1.0 1.2
H -2.8534 3.5087 -0.7988 0.1 0.7 0.4
H -2.9439 -7.6229 3.0749 -0.1 0.0 0.0
C 3.8866 0.4299 -1.4037 -0.3 0.4 1.1
As -1.3859 -1.4141 -0.8379 -0.1 -1.2 1.3
H -1.3687 -0.6851 -5.4793 -0.2 0.3 -0.1
O 0.2313 5.2434 -0.9676 -0.9 0.1 -0.6
C -3.1857 -6.6774 2.5919 -0.5 0.0 -0.2
F -2.6571 -1.7674 0.3619 0.2 0.8 0.2
S -1.1159 5.0289 -1.4736 -0.6 -1.0 0.9
S -4.8423 -1.6142 -4.7951 0.7 0.1 -0.3
Cs -5.2128 -1.1641 -0.4562 -0.3 -0.2 0.0
H -3.5121 0.2815 -4.1178 -0.3 0.0 0.0
H 4.7627 2.1049 -0.4727 0.2 0.5 -0.4
H 8.6283 2.8186 0.6983 0.0 0.0 0.0
C 7.5575 1.2612 -0.3408 -0.6 0.0 1.4
H -0.5957 3.2453 3.3842 0.2 0.1 0.4
F -0.3127 -2.2490 0.2777 -0.1 0.8 -0.9
C -1.7140 1.5797 2.7672 -0.2 -0.4 0.0
H -4.2890 -3.9723 -5.2587 0.1 0.2 -0.6
F -1.0503 0.1390 -0.1034 -0.3 -0.7 -0.2
C -2.1971 -1.1845 -4.9812 0.7 -1.7 0.1
H -1.5252 2.5558 -4.1458 0.1 -0.1 0.1
```
Positions in Å, forces in eV/Å.

=====

Record 3
Density functional theory data (ωB97M-V with the def2-TZVPD basis set) for a structure of composition C28H51AsF7N3O2.

Structure (XYZ):
```
92
Properties=species:S:1:pos:R:3:forces:R:3
F -4.3869 2.5461 -2.1724 -0.9 0.5 0.0
H -3.8868 2.8902 -6.5808 1.2 -1.5 -0.4
C 0.8219 1.2447 -1.1295 -0.3 -1.3 -3.5
H 3.6602 -4.0702 3.8507 -1.6 -0.6 0.9
H 2.4946 -8.9609 6.1758 0.9 -0.3 -1.6
H 1.7807 -4.4185 3.9982 1.7 0.0 0.5
H 1.0961 -2.5796 7.0459 0.6 0.0 -2.0
C 0.6639 -0.8773 4.0768 -0.1 -0.5 1.5
H 0.9616 0.5947 1.5507 -1.8 0.9 0.4
H 0.5790 -3.2973 5.4181 1.3 1.3 0.7
H -0.5875 1.0242 -4.2733 -0.6 1.6 0.7
C -0.7043 1.3865 -1.7279 -1.5 -0.3 0.1
H -2.9033 3.1403 -4.6611 0.1 -2.0 0.2
H -1.4357 3.7850 -0.3681 0.3 -1.5 0.9
C 1.7677 -1.2831 5.2325 0.2 -0.7 -0.7
H 0.9912 -9.0188 3.9840 1.7 0.7 -0.1
H -0.9675 0.3728 -2.2387 0.7 1.8 0.8
C 0.0118 1.2308 1.7864 2.2 0.6 1.2
H 3.3340 -6.3331 5.7902 -0.3 0.2 -1.9
As -6.0081 3.2755 -2.4836 -1.2 0.5 0.1
H 3.4002 5.2554 -2.4583 -0.2 -2.0 1.0
C 3.0988 -6.1097 4.6817 -0.5 0.2 -0.7
H -4.1520 1.1978 -7.2873 1.3 1.4 0.5
H 2.1447 3.9022 -2.5004 1.9 0.4 0.5
F -5.3146 4.9167 -2.2400 -0.5 -1.6 -0.2
C 3.1955 4.1751 -2.0660 -1.3 0.2 -0.5
N -2.6352 1.2175 -5.7755 -0.4 1.8 0.0
H 1.3338 -6.4884 3.2566 0.8 -0.6 1.4
H 3.1802 0.7718 -4.4328 -1.6 0.7 1.8
C -1.8137 0.7806 -8.8226 0.2 0.8 0.1
H 3.9575 3.4373 -2.5366 -1.3 1.3 1.1
H 0.3122 3.5372 1.5080 0.2 -1.8 -1.1
H -3.2853 1.4900 -3.7562 1.4 1.5 -1.0
C -2.4998 2.8495 1.3860 -2.7 -1.6 5.3
F 2.7255 2.7586 1.5615 -1.1 -0.5 -2.9
O -1.1797 2.9411 -7.7486 -0.3 -0.3 -1.5
H 3.2419 1.8200 -0.2358 -1.7 1.1 0.4
C -1.3613 2.7892 0.2176 -1.5 0.2 1.0
C 3.1056 4.0990 -0.4584 1.2 -0.9 0.1
H 4.2061 4.1357 -0.0663 -2.1 0.0 -0.4
H -1.2406 0.3431 4.6037 2.0 0.3 -0.7
F -5.6261 3.3747 -4.2394 -0.1 -0.2 1.6
H 0.9836 -6.7833 5.0551 1.3 -0.4 -1.4
O -0.8435 2.4934 -2.6537 1.0 -2.0 0.3
H -0.9366 0.6061 1.6227 1.4 1.3 0.0
C -0.1015 0.5104 4.4108 0.6 0.4 0.5
H -0.6880 2.4882 3.5106 1.6 -1.3 -0.2
C 1.7827 -6.9321 4.2191 0.2 -0.3 0.5
H -0.6251 3.0746 -8.5664 -0.8 -0.2 1.3
H 4.0461 -8.9857 5.0421 -1.9 -0.2 0.3
H -1.1873 1.0622 -9.7638 -1.2 -0.7 1.4
H 0.9806 0.2370 -0.5954 -0.3 2.0 -0.4
H 3.9923 -6.4333 4.0167 -1.4 0.5 1.2
H 0.8466 3.2856 -0.8929 0.2 -0.9 0.3
H -2.6078 1.8645 -1.1414 0.4 -0.3 0.3
H 2.8012 -1.4137 4.7068 -1.8 0.3 1.0
C 2.4924 1.0452 -3.5569 -3.8 0.0 6.3
C 1.4326 -2.7032 5.9357 0.6 -0.9 0.9
H 1.1671 2.2485 3.5332 -1.4 -1.1 -0.4
F -6.6980 1.6329 -2.7272 0.9 1.5 0.2
N 1.0888 2.4578 -0.2868 0.4 0.8 0.2
H -1.0818 0.2531 -8.0921 -1.5 0.9 -1.1
C 0.1219 2.5712 0.8957 -3.6 -0.4 0.7
C 2.9195 -9.2282 5.1386 -0.4 -0.4 -0.6
C 2.8121 -4.5145 4.4994 0.2 -0.5 0.8
F -7.6224 4.0020 -2.7924 1.6 -0.7 0.3
H 2.5289 4.9604 0.0391 0.7 -1.3 -0.9
C -1.0480 2.0546 -4.0295 0.0 0.5 -2.2
H 2.6925 -4.4780 6.8029 -0.2 1.2 -1.4
C 0.1671 1.7068 3.3523 -1.6 0.0 -0.2
C -3.2638 2.6541 2.4534 3.4 0.3 -6.3
H 3.7039 -3.1261 6.0339 -1.6 -0.8 0.1
N -1.7355 1.5936 -0.6489 1.9 1.1 0.1
H 0.3172 0.8804 5.4372 -0.8 -0.6 -1.8
H -2.8946 2.7930 -8.9989 0.5 -1.1 1.3
C -2.3522 2.1736 -8.1899 0.2 -0.6 0.5
F -6.3873 3.1754 -0.7290 0.5 0.0 -1.7
C 2.5334 2.6644 0.1016 3.3 1.8 0.9
C 2.0359 -8.5165 3.9751 -0.4 0.1 0.6
C -2.5876 2.0439 -4.5110 0.3 -1.2 0.8
H 1.8980 -0.4648 6.0299 -0.3 -1.2 -1.3
H -2.6972 0.0964 -9.0924 1.5 1.0 0.3
H -0.1399 -1.7219 4.1353 1.6 1.5 -0.6
H 2.8156 -10.3788 5.0300 0.2 1.9 0.2
C 2.7227 -3.7233 5.9278 0.0 0.3 -0.7
H 1.2465 -0.8834 3.0856 -1.3 0.1 1.4
H -0.4970 2.8347 -4.7038 -0.9 -1.5 1.2
H 2.4916 -8.6975 2.9287 -0.6 0.3 1.7
C 1.7615 1.1621 -2.4609 3.6 -0.4 -4.8
H -3.0068 0.2725 -5.6030 0.0 1.1 -0.1
C -3.3276 1.9270 -6.8939 -0.6 -1.0 -1.6
H -4.1293 2.3118 3.1462 2.1 1.1 -1.6
```
Positions in Å, forces in eV/Å.

=====

| no. | E (eV) |
| --- | --- |
| 1 | -37474.95912 |
| 2 | -172861.64862 |
| 3 | -118278.00626 |